A cluster of 7 separate species, C39H36N7O14 in total at a distorted geometry, computed with ωB97M-V with the def2-TZVPD basis set.

As for the HOMO-LUMO gap: 0.0689 hartree. As for the charge: -1. The lowest unoccupied orbital energy comes out at 0.0047 hartree. As for the multiplicity: 1. As for the total energy: -2943.6938 hartree.

Each line ends with the Löwdin charge.
Positions of all 96 atoms, in Å:
O -4.817 4.793 4.249  0.068
O 5.298 -5.134 -5.328  0.057
O -3.161 3.824 3.186  0.015
O 6.245 -0.470 -4.380  0.024
O 4.566 7.673 -0.887  -0.078
O -8.256 -2.644 3.061  0.065
O 0.332 1.898 1.929  0.024
O -8.686 -0.585 3.685  0.038
O -7.167 -5.099 0.487  0.050
O 6.608 6.284 -0.492  -0.186
O 6.365 -6.915 -4.618  0.053
O -6.968 -4.716 -1.664  0.053
O 5.947 1.338 -3.173  0.070
O 2.395 2.639 1.834  0.051
N -6.493 -4.882 -0.531  -0.318
N 6.332 -5.740 -5.009  -0.326
N 1.196 2.765 2.124  -0.325
N -8.451 -1.443 2.822  -0.315
N 3.745 3.927 -0.901  -0.219
N -4.227 3.792 3.819  -0.288
N 5.760 0.136 -3.413  -0.321
C -8.181 -1.953 0.409  0.009
C 1.707 5.053 2.938  0.004
C 8.821 -2.977 -5.557  -0.056
C -3.068 -4.924 1.015  -0.065
C -4.454 -5.014 0.877  0.000
C -2.271 -4.634 -0.094  -0.065
C 7.605 -5.013 -5.097  -0.144
C 1.291 6.263 3.496  -0.076
C -8.406 -1.009 1.420  -0.135
C -5.944 -0.015 4.617  -0.084
C -8.577 0.745 -0.232  -0.067
C 5.027 4.498 -1.542  -0.390
C -6.042 2.397 4.775  0.001
C -0.975 5.423 3.657  -0.072
C 3.847 -2.696 -1.848  -0.086
C 3.240 -2.045 -0.772  -0.086
C 7.611 -3.670 -5.499  0.003
C -4.174 1.317 3.646  0.011
C -4.237 -4.531 -1.500  0.001
C -5.035 -4.811 -0.382  -0.142
C 5.547 7.230 -0.064  -0.165
C 4.681 -1.986 -2.714  -0.014
C -8.364 -0.194 -1.242  -0.068
C -4.738 0.070 3.920  -0.057
C 10.013 -3.621 -5.222  -0.073
C 6.015 4.928 -0.294  -0.203
C -4.827 2.479 4.082  -0.135
C -8.163 -1.538 -0.924  -0.057
C 8.801 -5.664 -4.767  -0.008
C 10.005 -4.961 -4.832  -0.075
C -2.851 -4.441 -1.348  -0.060
C -0.572 4.209 3.097  -0.007
C -0.046 6.447 3.852  -0.081
C 0.770 4.030 2.734  -0.127
C -8.600 0.342 1.105  0.000
C 4.903 -0.621 -2.493  -0.137
C 3.469 -0.686 -0.549  -0.049
C -6.598 1.144 5.040  -0.073
C 4.303 0.033 -1.407  0.026
H -2.608 -5.077 1.989  0.109
H 10.954 -3.075 -5.263  0.107
H -8.730 1.792 -0.487  0.108
H -7.996 -2.264 -1.717  0.099
H 6.690 -3.154 -5.763  0.117
H 2.009 7.065 3.652  0.103
H -5.061 -5.237 1.751  0.120
H -8.023 -3.004 0.640  0.090
H 8.811 -6.707 -4.458  0.116
H -1.309 3.422 2.949  0.085
H -4.235 -0.838 3.592  0.109
H 2.585 -2.600 -0.103  0.098
H -6.377 -0.990 4.833  0.103
H 3.333 4.769 -0.427  -0.100
H 2.752 4.925 2.666  0.115
H 10.939 -5.457 -4.575  0.105
H 6.885 4.147 -0.226  0.112
H -7.539 1.069 5.581  0.108
H -6.562 3.290 5.114  0.117
H 5.525 7.685 1.033  0.149
H -0.367 7.394 4.282  0.100
H -2.015 5.573 3.940  0.087
H 4.779 5.429 -2.211  0.079
H 8.835 -1.932 -5.861  0.114
H 5.345 4.999 0.667  0.095
H 2.994 -0.186 0.292  0.109
H 4.471 1.091 -1.220  0.104
H -4.673 -4.377 -2.484  0.119
H -2.224 -4.217 -2.208  0.113
H 3.666 -3.755 -2.013  0.099
H -8.354 0.123 -2.283  0.109
H 5.144 -2.507 -3.550  0.098
H -3.233 1.367 3.102  0.123
H -8.771 1.086 1.880  0.118
H -1.191 -4.558 0.021  0.111
H 5.458 3.663 -2.240  0.063